(1)
16
Properties=species:S:1:pos:R:3 method="wB97M-V/def2-TZVPD" max_force_ha_per_bohr=0.067 charge=+1 e_homo_ev=-15.80 energy_ev=-10525.8568
C 1.84699 1.20309 0.21473
C 0.72739 0.29080 0.40893
N 0.85848 -0.98873 -0.49322
O -0.52673 0.79481 -0.06101
B -1.69777 0.04871 0.13576
O -1.68315 -1.22690 0.53461
O -2.75176 0.75843 -0.28665
H 2.25725 1.16656 -0.82565
H 1.35961 2.26447 0.37809
H 2.76307 1.10381 0.79295
H 0.52968 -0.16554 1.37341
H 0.95857 -0.73535 -1.42568
H 1.55539 -1.72892 -0.30078
H -0.05426 -1.47211 -0.44866
H -2.57316 -1.62816 0.59103
H -3.56961 0.31502 -0.58785


(2)
38
Properties=species:S:1:pos:R:3 method="wB97M-V/def2-TZVPD" max_force_ha_per_bohr=0.079 e_homo_ev=-8.20 energy_ev=-126483.9221
O 3.37032 0.04789 3.67307
S 3.28112 0.31451 2.30409
O 3.26661 -0.87746 1.50123
Cl 5.00008 1.40805 1.82604
N 2.04093 1.33864 1.88521
S 0.70784 0.55476 2.05911
O 0.42187 -0.38959 0.92086
O -0.40564 1.55777 2.11792
Cl 0.58048 -0.51016 3.75533
Be 1.04076 -2.57352 1.55020
O 4.72091 -0.31424 6.58104
P 4.18883 1.09156 6.81472
O 2.70959 1.16540 6.46340
O 4.98224 2.05171 5.94294
O 4.33339 1.46304 8.27700
C -1.52553 -0.67107 -1.44578
N -1.49131 -0.79143 -2.93674
O -2.12479 -1.76491 -3.41272
O -0.87562 -0.00999 -3.56352
H -2.13962 -1.54296 -1.06911
H -0.50229 -0.74597 -1.08382
H -2.00127 0.28030 -1.12806
Be -2.29994 -2.77650 0.06480
F -0.92340 2.24761 -2.68890
C -4.05401 1.28266 -4.63216
N -4.95198 0.82569 -3.53514
O -4.50638 0.03600 -2.72045
O -6.06598 1.27121 -3.52360
H -3.08976 0.80730 -4.51778
H -4.51937 0.99821 -5.57090
H -3.96222 2.36059 -4.55015
Ca -0.88389 1.66558 0.15706
Cl 7.48276 1.20368 2.47192
F -2.93130 2.52522 2.61135
O 0.17182 -3.56926 -3.69278
H 0.56318 -3.66934 -2.80163
H 0.86166 -3.48484 -4.37852
H -0.47008 -2.80614 -3.72551


(3)
16
Properties=species:S:1:pos:R:3 method="wB97M-V/def2-TZVPD" max_force_ha_per_bohr=0.077 e_homo_ev=-8.96 energy_ev=-44509.9994
C -2.36515 -0.40165 -0.20577
C -0.96349 -0.35366 -0.61117
N -0.10949 0.36643 0.23499
Si -0.16620 1.41007 1.49457
H -2.73375 0.57354 0.28163
H -2.89317 -0.48574 -1.19412
H -2.68029 -1.30939 0.30137
H -0.43867 -1.33098 -0.66231
H -0.74752 0.12576 -1.61801
H -1.43752 1.98446 1.94815
H 1.13754 1.77098 1.99718
Cl 2.70260 -1.08223 1.41264
Si 2.57098 -0.49572 -0.55702
Cl 3.16216 1.33232 -0.18520
H 1.42076 -0.88683 -1.33981
H 3.54119 -1.21736 -1.29712


(4)
13
Properties=species:S:1:pos:R:3 method="wB97M-V/def2-TZVPD" max_force_ha_per_bohr=0.103 charge=+1 e_homo_ev=-15.00 energy_ev=-5192.1032
C -1.34775 0.61463 -0.11141
N -0.77948 -0.66516 0.29229
C 0.95691 -0.57617 -0.27498
N 1.50532 0.56816 0.14952
H -2.42223 0.41768 -0.10524
H -0.92775 1.34167 0.52459
H -1.14358 0.68233 -1.13016
H -0.72014 -0.69969 1.25264
H -1.15509 -1.38819 -0.30891
H 1.24714 -1.45162 0.18095
H 1.05390 -0.76185 -1.27587
H 1.76220 1.37597 -0.36730
H 1.97057 0.54224 1.17389


(5)
13
Properties=species:S:1:pos:R:3 method="wB97M-V/def2-TZVPD" max_force_ha_per_bohr=0.007 charge=+1 e_homo_ev=-16.49 energy_ev=-5193.9539
C -1.05329 2.00510 -0.65246
H -1.69923 1.68079 0.16290
H -0.06076 2.21977 -0.25874
H -1.47530 2.91495 -1.06615
H -1.02780 1.26437 -1.45467
N 0.96827 -0.82839 -0.63458
C 0.28540 -1.04439 0.46049
N 0.62342 -1.90783 1.38072
H 1.84211 -1.29324 -0.83644
H 0.73706 -0.00047 -1.16844
H -0.61613 -0.45650 0.59506
H 0.03761 -2.05706 2.18875
H 1.43863 -2.49709 1.28357


(6)
14
Properties=species:S:1:pos:R:3 method="wB97M-V/def2-TZVPD" max_force_ha_per_bohr=0.016 e_homo_ev="-3.49 / -9.89" multiplicity=2 energy_ev=-7243.7094
C 0.16784 1.09786 0.46713
N -1.25380 1.24377 0.33544
H 0.75189 1.99597 0.19398
H 0.48255 0.82676 1.47222
H -1.55825 1.06816 -0.61062
H -1.55487 2.16207 0.62992
N 0.72574 0.04213 -0.41481
C 0.42314 -1.36333 -0.10259
O -0.95074 -1.57175 -0.33966
H 0.44013 0.22154 -1.41340
H 1.80242 0.20416 -0.43585
H 0.70226 -1.55868 0.93101
H 1.03867 -1.96553 -0.77892
H -1.21697 -2.40313 0.06614


(7)
14
Properties=species:S:1:pos:R:3 method="wB97M-V/def2-TZVPD" max_force_ha_per_bohr=0.141 charge=+1 e_homo_ev=-13.55 energy_ev=-7238.9999
C -1.51810 -0.23977 -0.52263
C -0.14812 -0.47595 -1.07596
N 0.14094 -0.63359 -2.26618
N 0.99117 1.07230 2.40742
O 1.21404 -0.68187 -0.00647
H -2.08514 -1.22856 -0.39197
H -2.16635 0.29896 -1.21190
H -1.39165 0.35127 0.40326
H -0.65517 -0.65914 -2.94020
H 1.03144 -0.81631 -2.75067
H 0.74631 2.05605 2.37978
H 1.30517 0.82227 3.35754
H 1.72127 0.81520 1.69335
H 0.81419 -0.68086 0.92460


(8)
14
Properties=species:S:1:pos:R:3 method="wB97M-V/def2-TZVPD" max_force_ha_per_bohr=0.117 charge=+2 e_homo_ev="-20.06 / -20.05" multiplicity=2 energy_ev=-7218.9626
C -2.40581 -0.04748 0.08784
N -0.99314 0.13313 -0.04058
C -0.33351 1.18699 0.43046
N 1.00412 1.11481 0.26648
H -2.65450 0.16412 1.21853
H -2.97080 0.71776 -0.50473
H -2.83965 -1.03017 -0.10176
H 0.96349 -1.88245 -3.57593
H -0.81726 2.01865 1.00860
H 0.91964 -2.51668 -3.12941
H 1.61569 1.57763 0.85860
H 1.80000 -0.65947 -0.00251
H 2.80013 -1.69195 0.59496
O 2.19278 -1.53376 -0.13218